Entry 1:
Density functional theory data (wB97M-V/def2-TZVPD) for a structure of composition C30H46MnN4OP2S4.

**E_HOMO (alpha / beta)**: -13.32 / -13.40 eV
**Kohn-Sham gap (alpha / beta)**: 8.714 / 8.595 eV

ORCA input file:
```
! wB97M-V def2-TZVPD RIJCOSX def2/J DEFGRID3
* xyz 2 2
Mn -0.76096 1.77027 0.31271
C -2.18075 3.61008 2.63535
C -3.42250 3.35015 1.79165
S -3.01693 2.68431 0.14657
C -4.24444 1.38381 -0.04400
C -4.13464 0.26540 0.97818
S -2.43806 -0.37188 1.12461
C -2.20676 -0.33516 2.91692
C -1.97745 1.02423 3.56381
S -0.96444 2.25967 2.66548
H -2.47388 3.81578 3.66615
H -1.64343 4.48870 2.28917
H -3.98743 4.27344 1.66423
H -4.08142 2.63961 2.28860
H -4.08207 1.01217 -1.05663
H -5.23300 1.84412 -0.03073
H -4.79328 -0.55100 0.68159
H -4.46030 0.58803 1.96684
H -1.35408 -0.98159 3.09881
H -3.08061 -0.80400 3.37147
H -1.48405 0.87105 4.52329
H -2.92666 1.51674 3.77025
C 2.97314 1.55594 0.83941
P 1.57456 1.49833 -0.32783
C 1.96668 0.04990 -1.35960
C 1.97568 2.90296 -1.43477
C 3.04185 2.90145 -2.33134
C 3.26061 3.98756 -3.16355
C 2.41986 5.09192 -3.10842
C 1.37621 5.12137 -2.19721
C 1.15428 4.02938 -1.35745
P -0.07549 4.01379 -0.02055
C -1.25872 5.31427 -0.49267
C 0.87911 4.81669 1.31775
H 3.90723 1.48358 0.28005
H 2.91354 0.73208 1.54481
H 2.97266 2.49626 1.38712
H 2.83966 0.24174 -1.97992
H 1.13099 -0.20854 -2.01150
H 2.18271 -0.78802 -0.70181
H 3.71268 2.05492 -2.39316
H 4.08781 3.97235 -3.86038
H 2.58529 5.93382 -3.76684
H 0.74289 5.99727 -2.15069
H -0.74621 6.27045 -0.59656
H -2.02697 5.43196 0.27133
H -1.75357 5.06023 -1.42972
H 1.46144 5.63484 0.89288
H 1.55634 4.10131 1.77816
H 0.23328 5.22347 2.09401
N -0.68534 1.85298 -2.77049
C -1.02430 1.22516 -3.90754
C -1.71104 0.08798 -3.55473
C -1.74358 0.11489 -2.15875
N -1.11082 1.19001 -1.67775
H -0.14539 2.69952 -2.66839
H -0.75288 1.62764 -4.86890
H -2.11725 -0.66704 -4.20342
H -2.18289 -0.60982 -1.49393
C 1.24239 -6.03074 3.03526
C 0.56388 -5.94890 1.67389
C -0.32125 -4.71929 1.52002
N 0.40274 -3.46245 1.76352
C 0.38656 -2.34003 1.06452
S 0.79568 -0.84771 1.76578
N 0.00083 -2.32949 -0.24501
C 0.04602 -3.27044 -1.30581
O -0.73219 -3.10631 -2.21392
C 1.11042 -4.29948 -1.29685
C 0.86716 -5.48963 -1.97799
C 1.85447 -6.45877 -2.03808
C 3.09000 -6.22656 -1.44719
C 3.34231 -5.02943 -0.79075
C 2.34965 -4.06733 -0.70456
H 1.75789 -6.98245 3.15060
H 0.51992 -5.95069 3.85081
H 1.99495 -5.24894 3.16350
H -0.08050 -6.81902 1.53023
H 1.30962 -5.97222 0.87853
H -1.13273 -4.75387 2.25317
H -0.77996 -4.67723 0.53562
H 0.76922 -3.34242 2.69717
H -0.32658 -1.42705 -0.55362
H -0.09275 -5.64253 -2.45268
H 1.66650 -7.38996 -2.55439
H 3.86363 -6.98067 -1.50515
H 4.31179 -4.84766 -0.34692
H 2.55335 -3.13530 -0.19167
*
```

These are the Löwdin partial charges, in e, on atoms 1 to 4:
1. Mn -0.13
2. C -0.48
3. C -0.43
4. S 0.90

Entry 2:
Density functional theory data (wB97M-V/def2-TZVPD) for a structure of composition C30H46N3O4OsP2S2.

**E_HOMO (alpha / beta)**: -10.86 / -10.86 eV
**Kohn-Sham gap (alpha / beta)**: 7.045 / 7.044 eV

ORCA input file:
```
! wB97M-V def2-TZVPD RIJCOSX def2/J DEFGRID3
* xyz 1 1
Os -0.29032 -0.48480 -0.29149
C -4.64498 1.38542 1.31102
C -3.64196 0.37438 0.73228
C -4.07864 -0.02681 -0.67795
P -1.89451 0.92538 0.77278
C -1.48800 1.55002 2.46274
C -2.19519 0.75450 3.56935
C -1.69161 3.05662 2.63153
C -1.69232 2.29540 -0.39380
C -2.61637 3.18792 -0.93127
C -2.24226 4.07400 -1.93340
C -3.23162 5.04337 -2.51791
C -0.92892 4.03487 -2.40090
C 0.00025 3.15406 -1.87890
C -0.39567 2.29992 -0.86308
N 0.45552 1.29517 -0.30829
C 1.50885 1.76055 0.55086
C 1.86022 3.10072 0.67381
C 2.83599 3.47440 1.58766
C 3.48276 2.55032 2.40120
C 4.53262 2.96742 3.39252
C 3.12406 1.21164 2.26761
C 2.15275 0.81484 1.36138
P 1.65171 -0.87221 0.99566
C 2.99566 -1.44185 -0.15185
C 2.97395 -0.67090 -1.47669
C 4.40866 -1.27781 0.42389
C 1.60591 -1.94840 2.49023
C 0.92510 -1.18988 3.62333
C 2.87709 -2.63367 2.98462
H -5.65176 0.98842 1.17166
H -4.60768 2.34370 0.79823
H -4.51083 1.57185 2.37038
H -3.63358 -0.51219 1.37484
H -4.13172 0.84606 -1.33059
H -5.07409 -0.47134 -0.62917
H -3.39514 -0.72750 -1.15114
H -0.41388 1.35127 2.53510
H -3.20933 1.11017 3.73401
H -1.65391 0.88495 4.50758
H -2.24794 -0.31414 3.35870
H -2.73784 3.34154 2.52274
H -1.10897 3.62682 1.90814
H -1.36936 3.35155 3.63185
H -3.64262 3.19619 -0.59196
H -4.23919 4.85042 -2.15271
H -3.24601 4.97654 -3.60603
H -2.97042 6.07016 -2.25669
H -0.63403 4.69443 -3.20816
H 1.00578 3.10473 -2.27618
H 1.37675 3.86057 0.07909
H 3.09362 4.52322 1.67187
H 4.70847 4.04082 3.35513
H 5.47952 2.46397 3.19218
H 4.23434 2.71007 4.41006
H 3.61646 0.46772 2.88394
H 2.77521 -2.49870 -0.33567
H 3.09255 0.40055 -1.29620
H 2.08834 -0.83011 -2.07742
H 3.83249 -0.98966 -2.06989
H 4.67069 -0.21968 0.46818
H 5.11067 -1.75487 -0.26160
H 4.56698 -1.70898 1.40512
H 0.92573 -2.74024 2.15612
H 1.57227 -0.40619 4.02288
H 0.68261 -1.87603 4.43633
H 0.00283 -0.72760 3.28805
H 3.62642 -1.92251 3.33474
H 3.32584 -3.27864 2.23291
H 2.60839 -3.26323 3.83492
O -1.48894 -0.26766 -2.04396
S -0.61469 -1.21554 -2.86629
O 0.37269 -0.50749 -3.62512
O 0.07046 -1.93987 -1.62716
O -1.42169 -2.20233 -3.53741
C -3.91797 -3.62915 2.16949
N -3.75235 -3.54970 0.72563
C -4.65540 -4.02754 -0.20778
C -4.14071 -3.75380 -1.42361
N -2.93547 -3.12294 -1.21872
C -2.70520 -2.98581 0.09193
S -1.35220 -2.32862 0.94981
H -4.75598 -4.28700 2.37936
H -4.11512 -2.64121 2.58381
H -3.01904 -4.03425 2.62716
H -5.56258 -4.52588 0.08172
H -4.51170 -3.95166 -2.41288
H -2.34002 -2.81214 -1.99849
*
```

These are the Löwdin partial charges, in e, on atoms 1 to 4:
1. Os 1.07
2. C -0.08
3. C -0.50
4. C -0.10

Sequential energy above the lowest of the compared OMol25 structures with the same formula, charge and spin output: 0.067; 0.126 eV
Sequential E output: -4891.069220; -3205.678594 hartree